[1]
The following is a quantum chemistry calculation of a 10-piece molecular cluster, C37H79N5O10S overall at a distorted geometry, from the OMol25 dataset.

Structure (XYZ):
```
132
Properties=species:S:1:pos:R:3:forces:R:3
C 0.8521 -1.4046 1.0212 -1.056 -0.195 -0.282
C -0.1152 -1.7708 -0.2454 0.882 -1.021 0.500
C 0.5004 -1.3467 -1.6616 -0.462 -2.748 0.375
N 0.0603 -0.0153 -2.1993 1.867 -0.512 0.011
N -0.5557 0.7862 -1.2644 -3.580 3.567 3.084
C 0.0890 1.5937 -0.2647 -1.197 0.864 1.095
C -0.6304 2.5001 0.7686 -2.622 -2.182 -2.609
C -2.1863 2.5284 0.7016 1.152 -1.377 -2.240
C -3.1290 3.3483 1.6878 -1.456 0.639 2.332
C -3.4822 2.6276 3.0467 -1.516 3.726 -0.841
C -4.4169 3.3462 4.0436 1.905 -0.173 -3.119
N -4.9707 4.6569 3.7515 2.436 -1.846 -2.407
C -5.8305 5.2948 4.7971 -0.862 1.556 0.706
C -7.3519 4.7885 4.8204 0.230 0.192 0.707
C -7.5514 3.2411 5.1968 -1.491 -0.394 -0.161
C -7.7906 2.2794 3.9087 1.757 -0.577 0.901
S -9.3308 2.8122 3.0137 -0.806 -1.505 0.064
C -10.2561 1.3538 2.3822 0.137 -1.506 -4.262
N -10.2598 1.1162 0.9547 -0.073 0.503 4.699
N -11.0260 0.0250 0.6622 -1.054 -0.374 6.514
C -11.4904 -0.4235 1.9535 1.056 1.288 -3.027
O -11.0414 0.3728 3.0451 0.474 0.040 -3.967
C -4.6619 5.3376 2.5098 1.578 -2.183 -0.681
C -3.7377 4.7413 1.4026 -0.636 -2.413 3.576
C -2.9007 1.6915 -0.4076 4.343 0.109 0.782
C -2.0136 0.8508 -1.3461 -0.605 1.482 1.681
H 1.4689 -2.3203 1.3024 -0.649 1.404 -0.514
H 0.1626 -1.1870 1.9118 1.313 -0.044 -1.134
H 1.5489 -0.5287 0.7733 -0.980 -1.292 0.562
H -1.1958 -1.4382 -0.0634 1.540 -0.279 -0.448
H -0.1516 -2.9281 -0.2461 -0.089 1.919 -0.203
H 0.1403 -2.1410 -2.4239 0.557 1.441 1.099
H 1.6397 -1.4864 -1.5999 -1.586 0.659 -0.040
H 0.9161 0.4496 -2.5701 -1.209 0.291 0.225
H 1.2400 1.5453 -0.2346 -2.127 0.003 -0.227
H -0.0600 3.0970 1.5650 -0.830 -1.134 -1.563
H -3.0308 1.5972 3.2689 -0.881 1.817 -0.230
H -4.6490 2.8295 5.0393 0.188 1.240 -1.662
H -5.3093 5.1862 5.8133 -0.766 -0.111 -1.560
H -5.8380 6.4294 4.5735 0.081 -1.870 0.297
H -7.8787 5.3974 5.6522 1.049 -0.814 -1.384
H -7.8554 5.1058 3.8432 0.666 -0.705 1.262
H -8.5351 3.1808 5.8019 1.665 0.083 -0.843
H -6.7278 2.8174 5.8867 -1.167 0.763 -1.192
H -7.8048 1.1708 4.2331 -0.288 1.857 -0.483
H -6.8513 2.3948 3.2514 -1.607 -0.229 0.516
H -12.1925 -1.3296 2.0340 1.336 1.783 0.524
H -5.1131 6.3797 2.3635 0.659 -1.812 0.407
H -3.4947 5.2827 0.4271 -0.574 -0.686 1.734
H -4.0416 1.7218 -0.4763 1.980 -0.292 -0.173
H -2.5458 0.2377 -2.1661 1.247 0.940 1.463
C 2.4405 3.1209 -5.5332 0.110 0.123 -0.031
C 2.2330 2.0728 -4.4601 0.119 0.077 -0.567
O 1.0250 2.3323 -3.7428 -0.365 -0.130 0.546
H 2.4877 4.1196 -5.0912 0.066 -0.110 0.022
H 3.3646 2.9351 -6.0847 -0.096 -0.020 0.006
H 1.6040 3.1237 -6.2384 0.081 -0.104 -0.034
H 3.0597 2.0879 -3.7463 -0.193 0.005 0.073
H 2.1734 1.0718 -4.8987 0.204 0.011 -0.043
H 0.2975 2.3087 -4.3793 0.193 0.058 0.096
C 5.9438 -3.2379 0.6686 0.076 0.130 0.156
C 4.4794 -2.8882 0.8356 0.399 -0.332 -0.174
O 3.8941 -2.5987 -0.4316 -0.552 0.203 -0.304
H 6.4842 -2.4118 0.1982 -0.104 0.011 0.063
H 6.4056 -3.4574 1.6342 -0.034 -0.046 -0.231
H 6.0617 -4.1085 0.0164 -0.033 -0.049 0.126
H 4.3675 -2.0059 1.4701 -0.124 0.006 -0.178
H 3.9298 -3.7161 1.2952 0.060 0.030 0.177
H 3.9896 -3.3867 -0.9831 0.082 0.195 0.128
C -1.7028 -0.8831 5.6744 -0.171 0.017 0.097
C -0.5895 -1.8485 5.3180 0.077 0.283 0.168
O 0.3953 -1.1931 4.5268 0.039 0.121 -0.217
H -2.1690 -0.4841 4.7683 -0.005 -0.136 -0.027
H -2.4690 -1.3759 6.2776 0.022 0.093 -0.009
H -1.3099 -0.0290 6.2342 -0.015 -0.102 0.094
H -0.9821 -2.6882 4.7410 0.184 0.092 -0.044
H -0.1112 -2.2427 6.2193 -0.185 -0.105 0.022
H 0.7448 -0.4571 5.0469 0.021 -0.232 -0.096
C 9.4113 -6.1042 3.1037 0.020 0.086 -0.052
C 9.0129 -4.6790 2.7764 0.168 -0.290 0.250
O 7.6170 -4.4961 2.9940 -0.210 0.108 0.183
H 8.8511 -6.8108 2.4864 0.089 0.069 0.031
H 10.4799 -6.2588 2.9353 -0.047 -0.031 0.044
H 9.1819 -6.3408 4.1453 0.109 0.019 -0.097
H 9.2238 -4.4538 1.7285 -0.212 0.098 0.075
H 9.5622 -3.9667 3.4002 0.143 0.002 -0.111
H 7.4395 -4.6883 3.9244 0.066 -0.014 -0.224
C -10.6906 2.6004 -2.7154 0.117 0.160 0.052
C -11.8549 1.9250 -3.4122 0.122 -0.147 0.325
O -11.6770 0.5141 -3.4081 0.001 -0.156 -0.063
H -9.7488 2.3501 -3.2114 -0.107 0.042 -0.064
H -10.8117 3.6867 -2.7159 0.033 -0.032 0.042
H -10.6070 2.2563 -1.6802 -0.077 0.084 -0.003
H -11.9221 2.2542 -4.4512 -0.030 -0.208 0.053
H -12.7999 2.1619 -2.9133 -0.003 0.202 -0.072
H -11.6275 0.2290 -2.4854 -0.026 0.043 -0.200
C -5.1638 -2.8502 -0.6487 0.005 -0.027 0.117
C -5.6472 -1.6559 -1.4470 0.007 -0.447 -0.023
O -4.5799 -1.1183 -2.2240 0.413 0.321 -0.132
H -4.3409 -2.5629 0.0120 -0.095 0.026 0.012
H -5.9717 -3.2684 -0.0443 0.077 -0.039 -0.054
H -4.7817 -3.6305 -1.3131 -0.141 -0.011 0.032
H -6.0079 -0.8703 -0.7792 0.091 0.067 -0.177
H -6.4626 -1.9389 -2.1186 -0.086 0.046 0.151
H -4.2723 -1.8161 -2.8187 -0.142 0.157 0.081
C 6.2216 1.9195 -7.6168 0.004 -0.278 0.162
C 5.8641 0.4696 -7.3558 -0.025 0.295 -0.387
O 4.4573 0.3338 -7.1759 -0.370 -0.101 0.180
H 5.8989 2.5502 -6.7857 0.160 -0.091 -0.052
H 7.2982 2.0377 -7.7509 -0.129 0.056 0.000
H 5.7129 2.2880 -8.5128 0.115 -0.055 -0.046
H 6.3564 0.1120 -6.4490 -0.210 -0.052 -0.034
H 6.1746 -0.1662 -8.1909 0.165 -0.025 0.075
H 4.0291 0.6434 -7.9850 0.130 -0.099 0.167
C 8.9695 6.1360 -8.0185 0.134 0.103 0.049
C 8.6060 4.6880 -7.7567 -0.125 0.300 -0.274
O 7.1997 4.5575 -7.5792 -0.128 0.182 0.074
H 8.6472 6.7685 -7.1873 0.077 -0.107 -0.012
H 10.0479 6.2501 -8.1510 -0.072 0.050 -0.037
H 8.4640 6.5057 -8.9154 0.114 -0.063 -0.030
H 9.0955 4.3293 -6.8487 -0.205 -0.047 -0.030
H 8.9158 4.0504 -8.5912 0.195 -0.005 0.042
H 6.7738 4.8682 -8.3893 0.114 -0.031 0.197
C 10.7243 -10.2006 5.8142 0.136 -0.102 -0.017
C 10.4280 -8.7450 5.5131 -0.189 -0.304 0.210
O 9.1749 -8.6251 4.8483 -0.207 0.063 -0.043
H 10.7438 -10.7867 4.8919 0.062 0.108 0.047
H 11.6871 -10.3066 6.3198 -0.076 -0.051 0.004
H 9.9444 -10.6309 6.4493 0.092 0.060 0.071
H 11.1973 -8.3254 4.8613 -0.206 0.042 -0.044
H 10.3957 -8.1542 6.4342 0.203 0.008 0.027
H 8.4983 -8.9901 5.4340 0.168 0.034 -0.160
```
Forces are in eV/Å.

Calculated values
* HOMO-LUMO gap: 5.28 eV
* HOMO energy: -12.25 eV
* charge: +2
* calculated total energy: -2880.51371 Ha
* E_LUMO: -7.0 eV
* multiplicity: 1

[2]
The following is a quantum chemistry calculation of one molecule with the formula C5H8N2O at a distorted geometry, from the OMol25 dataset.

Structure (XYZ):
```
16
Properties=species:S:1:pos:R:3:forces:R:3
C 0.0031 -1.4943 -1.9195 1.982 -0.379 -3.110
C 0.0717 -0.2399 -1.0291 0.148 0.527 -1.938
O 0.3403 -0.8668 0.1288 1.626 -0.036 5.057
C 0.2541 -0.0034 1.2861 -0.675 -0.732 -0.345
C 0.8684 1.3277 1.1891 6.495 0.055 -0.418
N 0.1724 2.3339 1.3457 -1.468 2.081 -0.626
N -1.2302 1.9023 1.3508 0.873 -0.940 0.520
C -1.1516 0.6338 1.3745 -1.522 -1.114 1.897
H -0.4065 -2.3695 -1.2323 1.221 1.764 -1.805
H -0.6927 -1.3312 -2.8243 1.025 -0.354 1.410
H 1.1763 -1.6654 -2.4659 -3.600 -0.089 1.909
H 0.8261 0.6790 -1.1763 -1.639 -2.096 -0.509
H -0.9506 0.0753 -0.9418 -0.614 1.188 -0.465
H 0.7309 -0.6029 2.1542 -1.355 1.081 -1.138
H 2.0318 1.5281 1.0800 -2.426 -0.692 0.309
H -2.0436 0.0934 1.6800 -0.072 -0.263 -0.749
```
Forces are in eV/Å.

Calculated values
* HOMO-LUMO gap: 10.21 eV
* HOMO energy: -10.20 eV
* calculated total energy: -379.90718 Ha
* E_LUMO: 0.0 eV
* SMILES string: CCOC1C=NN=C1
* multiplicity: 1

[3]
The following is a quantum chemistry calculation of a 2-piece molecular cluster, C15H28IN2O5 overall at a distorted geometry, from the OMol25 dataset.

Structure (XYZ):
```
51
Properties=species:S:1:pos:R:3:forces:R:3
C 0.4832 3.0002 1.2551 0.318 -0.411 0.342
C -0.2919 2.0020 0.4663 0.547 0.535 -0.865
O -0.2919 2.0010 -0.7413 -0.377 -0.382 0.331
O -0.9288 1.0753 1.2175 -0.299 0.311 0.146
C -2.2764 0.7399 0.8392 0.275 -0.084 -0.158
C -3.2040 1.8868 0.5159 -1.013 -0.423 0.351
I -5.1814 0.8194 0.4994 0.127 0.001 0.030
O -3.1144 2.3860 -0.7700 0.506 0.496 -0.147
C -3.3616 3.7405 -0.7931 -0.153 1.119 -2.044
O -3.4896 4.3485 -1.8351 0.309 -1.210 1.866
C -3.3870 4.3102 0.6167 0.928 -0.230 -0.198
N -2.2892 5.2240 0.8867 -0.324 -0.141 -0.020
C -3.3292 3.0613 1.5159 -1.383 0.203 -0.064
O -2.3951 3.0403 2.5426 0.847 -0.412 -0.338
H 0.9664 3.6940 0.5906 0.049 0.289 -0.268
H -0.1250 3.4892 2.0015 -0.262 0.107 0.117
H 1.2590 2.4744 1.8008 0.212 -0.161 0.230
H -2.6872 0.2421 1.6965 0.028 -0.177 0.475
H -2.3037 0.0414 0.0145 0.147 -0.100 -0.393
H -4.3053 4.8634 0.7052 -0.461 0.096 0.253
H -2.4067 6.0339 0.2959 0.159 0.210 -0.096
H -1.4104 4.7850 0.6542 0.219 0.097 -0.044
H -4.3129 2.9642 1.9455 -0.295 -0.020 0.278
H -2.7299 3.5510 3.2757 -0.128 0.309 0.273
C 3.0955 -4.8421 -1.7958 -0.107 0.004 0.103
C 1.7588 -4.1750 -2.1350 0.303 -0.074 -0.095
C 1.7649 -2.6540 -1.9917 -0.076 -0.251 -0.066
N 1.2288 -2.1148 -0.6843 -0.118 0.319 0.112
C -0.2609 -2.1327 -0.7090 0.048 -0.134 -0.054
C 1.7493 -2.8449 0.5250 0.168 -0.111 0.044
C 3.1067 -2.2236 0.7692 0.026 0.070 -0.012
C 2.8142 -0.7343 0.5779 0.087 0.025 -0.003
C 1.7222 -0.6809 -0.4986 0.162 0.043 0.182
H 3.3041 -4.8511 -0.7254 0.043 0.009 -0.015
H 3.0969 -5.8769 -2.1323 -0.007 -0.015 0.005
H 3.9205 -4.3322 -2.2940 0.003 -0.001 -0.031
H 0.9478 -4.6298 -1.5629 -0.070 0.033 -0.037
H 1.5426 -4.3911 -3.1815 -0.097 0.046 -0.003
H 1.1384 -2.1998 -2.7573 0.031 0.120 0.016
H 2.7711 -2.2601 -2.1155 0.061 -0.042 0.051
H -0.6000 -3.1596 -0.8194 -0.053 0.009 -0.021
H -0.6014 -1.5259 -1.5439 -0.039 0.007 -0.013
H -0.6250 -1.7152 0.2254 -0.013 -0.011 0.023
H 1.0701 -2.6211 1.3466 -0.028 0.038 0.001
H 1.7427 -3.9158 0.3500 -0.048 0.018 -0.037
H 3.8354 -2.5775 0.0386 -0.004 -0.044 0.013
H 3.4904 -2.4531 1.7601 -0.020 -0.041 0.012
H 3.6989 -0.1697 0.2933 -0.017 0.012 -0.053
H 2.4379 -0.3012 1.5045 -0.014 -0.033 0.017
H 2.0836 -0.3135 -1.4535 -0.108 -0.013 -0.086
H 0.8798 -0.0778 -0.1866 -0.092 -0.007 -0.114
```
Forces are in eV/Å.

Calculated values
* HOMO-LUMO gap: 9.46 eV
* HOMO energy: -11.89 eV
* charge: +1
* calculated total energy: -1371.52782 Ha
* E_LUMO: -2.4 eV
* multiplicity: 1